Run A
Computed, not measured: 3 unconnected molecules or ions with the total composition C2H7NO3P, with ωB97M-V/def2-TZVPD.

Kohn-Sham gap: 8.42 eV
net charge: -1

Each line ends with the natural charge from an NBO analysis.
CARTESIAN COORDINATES (ANGSTROEM)
1 C -2.01 -0.78 0.97  -0.577
2 C -2.35 0.02 -0.04  0.149
3 N 0.69 -1.04 -1.23  -1.376
4 O 2.11 -0.21 0.57  -1.180
5 O 3.30 2.18 0.48  -0.982
6 O -1.70 0.49 -1.15  -0.722
7 P 2.03 -1.31 -0.40  1.287
8 H -0.95 -1.13 1.15  0.229
9 H 2.80 1.38 0.69  0.511
10 H -2.82 -1.04 1.75  0.191
11 H -3.33 0.51 0.09  0.140
12 H -0.77 0.11 -0.94  0.531
13 H 0.35 -1.84 -1.89  0.351
14 H 2.65 2.65 -0.03  0.449

Run B
Computed, not measured: a molecular structure, C2H7NO3P, with ωB97M-V/def2-TZVPD.

Kohn-Sham gap: 8.22 eV
net charge: -1

Each line ends with the natural charge from an NBO analysis.
CARTESIAN COORDINATES (ANGSTROEM)
1 C 1.85 0.77 -0.24  -0.735
2 C 1.01 -0.41 0.42  0.072
3 N -2.27 -1.65 -0.21  -1.079
4 O -0.70 1.81 1.32  -1.124
5 O -1.04 1.34 -1.16  -1.110
6 O 0.99 -1.57 -0.11  -0.760
7 P -0.54 0.90 0.17  1.872
8 H 1.75 0.69 -1.31  0.227
9 H 1.69 1.80 0.31  0.223
10 H 2.83 0.40 -0.03  0.205
11 H 1.19 -0.21 1.47  0.125
12 H -1.39 -1.20 -0.08  0.360
13 H -2.91 -1.38 0.58  0.355
14 H -2.46 -1.29 -1.14  0.368

Which is most stable? The ranking, best first, is run A, run B.

Run A
Computed, not measured: 2 unconnected molecules or ions with the total composition C2H3NO3, with ωB97M-V/def2-TZVPD.

Kohn-Sham gap: 9.36 eV
structure (SMILES): O=C=O.CN=O

Each line ends with the natural charge from an NBO analysis.
CARTESIAN COORDINATES (ANGSTROEM)
1 O -0.01 3.03 0.26  -0.481
2 C -0.23 2.09 0.84  1.034
3 O -0.45 1.19 1.53  -0.551
4 C 0.01 -1.30 -0.12  -0.532
5 N -0.04 -0.23 -1.00  0.109
6 O 0.90 -0.10 -1.74  -0.287
7 H 0.75 -2.04 -0.42  0.206
8 H 0.04 -0.78 0.89  0.270
9 H -0.97 -1.85 -0.23  0.231

Run B
Computed, not measured: a single C2H3NO3 molecule, with ωB97M-V/def2-TZVPD.

Kohn-Sham gap: 10.81 eV
structure (SMILES): O=C(O)/C=N\O

Each line ends with the natural charge from an NBO analysis.
CARTESIAN COORDINATES (ANGSTROEM)
1 O 2.36 -0.36 -0.09  -0.548
2 C 1.23 0.09 -0.02  0.711
3 O 0.96 1.36 -0.01  -0.641
4 C 0.12 -0.93 -0.04  -0.073
5 N -1.13 -0.77 -0.02  -0.084
6 O -1.51 0.57 -0.13  -0.601
7 H 0.00 1.46 0.09  0.507
8 H 0.43 -1.97 0.08  0.229
9 H -2.45 0.54 0.14  0.502

Run C
Computed, not measured: 2 unconnected molecules or ions with the total composition C2H3NO3, with ωB97M-V/def2-TZVPD.

Kohn-Sham gap: 9.72 eV
structure (SMILES): C=C=O.O=NO

Each line ends with the natural charge from an NBO analysis.
CARTESIAN COORDINATES (ANGSTROEM)
1 C 2.77 -0.91 0.32  -0.807
2 C 1.61 -0.32 0.52  0.734
3 O 0.63 0.31 0.58  -0.453
4 H 2.98 -0.78 -0.68  0.254
5 H 3.25 -1.79 0.80  0.270
6 O -2.63 -0.61 -0.62  -0.290
7 N -2.26 0.50 -0.35  0.352
8 O -3.28 1.38 -0.49  -0.542
9 H -3.06 2.22 -0.09  0.482

Which is most stable? The ranking, best first, is run B, run A, run C.

Run A
Computed, not measured: a single C7H8O molecule, with ωB97M-V/def2-TZVPD.

Kohn-Sham gap: 9.78 eV
structure (SMILES): Cc1ccc(O)cc1

Each line ends with the natural charge from an NBO analysis.
CARTESIAN COORDINATES (ANGSTROEM)
1 C 2.24 0.05 1.06  -0.625
2 C 0.84 0.03 0.47  -0.027
3 C 0.25 -1.19 0.13  -0.206
4 C -0.99 -1.22 -0.48  -0.241
5 C -1.72 -0.04 -0.60  0.263
6 O -2.92 -0.07 -1.30  -0.714
7 C -1.14 1.17 -0.28  -0.244
8 C 0.13 1.21 0.28  -0.199
9 H 2.22 0.40 2.09  0.219
10 H 2.90 0.65 0.44  0.219
11 H 2.64 -0.96 1.11  0.211
12 H 0.86 -2.08 0.21  0.209
13 H -1.40 -2.10 -0.98  0.221
14 H -2.75 -0.09 -2.25  0.480
15 H -1.71 2.06 -0.51  0.222
16 H 0.55 2.16 0.61  0.211

Run B
Computed, not measured: 2 unconnected molecules or ions with the total composition C7H8O, with ωB97M-V/def2-TZVPD.

Kohn-Sham gap: 9.85 eV
structure (SMILES): C#CC(C)=O.C=C=C

Each line ends with the natural charge from an NBO analysis.
CARTESIAN COORDINATES (ANGSTROEM)
1 C -2.00 -1.59 0.25  -0.150
2 C -0.94 -1.02 0.39  -0.157
3 C 0.58 -1.01 0.19  0.559
4 C 0.99 -1.29 -1.23  -0.702
5 O 1.31 -1.07 1.14  -0.512
6 H -2.99 -1.92 0.09  0.240
7 H 0.73 -2.32 -1.49  0.244
8 H 0.48 -0.61 -1.91  0.235
9 H 2.07 -1.16 -1.33  0.236
10 C 0.97 1.71 -0.19  -0.533
11 C -0.01 1.97 0.65  0.105
12 C -1.08 1.80 1.32  -0.505
13 H 0.92 2.06 -1.21  0.220
14 H 1.94 1.38 0.17  0.230
15 H -1.53 2.45 2.05  0.232
16 H -1.43 0.62 1.13  0.258

Which is most stable? The ranking, best first, is run A, run B.